Molecular formula: C38H28BrCl2IN6O4PmS2
Method: DFT, the ωB97M-V functional and the def2-TZVPD basis

XYZ file:
```
83
Properties=species:S:1:pos:R:3:forces:R:3
Pm -0.37067 -0.12825 1.20685 0.338 0.252 1.190
C -3.90314 -1.81017 -0.91530 0.065 -0.005 0.013
C -4.14192 -1.60668 0.54620 -0.264 -0.013 0.142
N -5.07129 -2.32538 1.14093 0.450 0.399 0.055
C -5.27115 -2.13960 2.46318 -0.148 0.048 0.313
C -4.62337 -1.20894 3.24673 -0.124 -0.190 -0.237
C -4.98796 -1.08085 4.69875 -0.054 -0.097 -0.009
O -5.68057 0.13849 5.00075 0.077 0.059 -0.019
C -3.63309 -0.39637 2.64519 0.103 -1.026 -1.633
C -3.02605 0.68052 3.34647 1.360 1.075 -0.273
N -1.96890 1.36297 2.94897 -1.073 -0.772 0.242
C -1.81281 2.60843 3.56117 -0.150 0.485 0.399
C -2.92121 3.46225 3.71293 0.162 -0.183 -0.096
C -2.80390 4.71894 4.27835 0.012 0.055 0.040
C -1.56746 5.17849 4.71087 -0.072 -0.004 -0.010
C -0.45514 4.36358 4.56798 0.005 0.019 0.024
C -0.58382 3.10756 4.00035 0.243 -0.339 -0.109
I 1.12708 1.90621 3.83200 -0.204 0.225 0.260
C -3.34518 -0.63482 1.24608 -0.732 0.262 1.468
O -2.45611 0.04944 0.61819 -0.415 -0.022 -0.623
H -4.77904 -2.27304 -1.36493 -0.008 0.000 -0.001
H -3.04643 -2.47733 -1.04177 0.013 0.034 -0.042
H -3.66363 -0.86600 -1.40556 -0.007 -0.018 -0.007
H -6.02058 -2.78898 2.90723 0.045 0.044 0.054
H -4.09550 -1.08827 5.32435 -0.024 0.023 0.047
H -5.60638 -1.93570 4.98435 0.054 -0.039 0.026
H -6.38016 0.23997 4.34767 -0.004 -0.034 -0.027
H -3.50872 0.98148 4.27319 -0.142 0.115 0.020
H -3.87692 3.11329 3.34293 -0.021 0.037 0.003
H -3.68360 5.34440 4.37430 0.033 -0.020 -0.003
H -1.46615 6.16165 5.15352 0.003 -0.029 -0.022
H 0.51693 4.69968 4.90547 -0.027 -0.010 -0.020
C 5.32503 1.35437 -0.49514 -0.055 -0.046 0.092
C 3.89763 1.81393 -0.38004 0.105 0.015 0.005
C 3.39514 2.87961 -1.11697 -0.085 0.036 -0.007
C 2.08108 3.28666 -0.95068 0.072 0.081 -0.046
C 1.31897 2.59259 -0.03266 -0.117 0.153 0.176
Br -0.45661 3.14341 0.36157 0.136 0.145 -0.077
N 1.74991 1.55347 0.65259 0.038 0.138 -0.266
C 3.01618 1.17648 0.48038 -0.037 -0.094 0.012
H 5.87203 1.95596 -1.22062 0.017 -0.001 0.016
H 5.37400 0.31219 -0.81210 0.006 0.074 0.035
H 5.83333 1.43416 0.46709 0.023 0.030 -0.011
H 4.02942 3.40142 -1.82495 -0.010 -0.020 0.044
H 1.66191 4.11349 -1.50588 0.008 -0.020 0.024
H 3.32522 0.30693 1.05097 0.020 -0.006 -0.042
S -0.16906 -1.30773 3.75065 0.106 0.039 0.142
C -0.88709 -2.87517 3.63611 -0.377 -1.231 -2.901
C -1.23823 -3.48126 4.86381 -0.343 -0.777 1.012
N -1.54015 -3.94979 5.88032 0.186 0.315 -0.602
C -1.14420 -3.55497 2.40394 0.541 1.736 2.307
S -0.89433 -2.87491 0.83787 0.194 0.060 0.016
C -1.60860 -4.89237 2.40461 -0.494 -1.219 0.296
N -1.97015 -5.99314 2.38243 0.229 0.700 -0.007
Cl 4.52053 -0.76882 -3.17755 -0.072 -0.090 -0.070
C 3.81950 0.40891 -4.24368 -0.095 -0.063 -0.098
C 4.34465 1.68942 -4.19880 0.033 -0.015 -0.026
C 3.89821 2.67401 -5.06006 0.013 0.053 0.010
C 2.91813 2.35997 -5.98726 0.035 -0.008 0.013
C 2.39209 1.08620 -6.02127 -0.009 -0.015 0.069
Cl 1.15754 0.74046 -7.20260 -0.005 -0.002 -0.005
C 2.79682 0.05407 -5.14619 0.005 0.006 0.073
N 2.20774 -1.17838 -5.25213 0.147 -0.010 -0.134
C 2.13157 -2.25941 -4.31670 0.048 -0.002 0.087
C 2.67649 -3.47985 -4.69377 0.027 -0.002 -0.005
C 2.56646 -4.58180 -3.86179 0.008 -0.004 -0.012
C 1.90749 -4.45591 -2.64817 -0.001 0.056 -0.013
C 1.35856 -3.23725 -2.27679 -0.069 -0.020 0.033
C 1.45315 -2.12122 -3.10405 0.031 0.087 -0.004
C 0.77858 -0.81587 -2.76490 0.096 -0.091 0.130
C 0.59737 -0.44738 -1.30117 0.215 0.088 -0.617
O -0.26351 0.45178 -1.06867 0.030 -0.204 -0.504
O 1.28618 -0.95454 -0.38354 0.047 -0.249 -0.252
H 5.13451 1.89211 -3.48754 -0.022 -0.029 -0.021
H 4.31520 3.67107 -5.01995 0.004 -0.012 -0.004
H 2.55536 3.10178 -6.68473 -0.032 -0.023 -0.014
H 1.63191 -1.28943 -6.06845 -0.064 0.030 -0.025
H 3.19697 -3.54858 -5.64135 0.007 0.014 0.009
H 2.99827 -5.53002 -4.15744 -0.014 0.014 -0.007
H 1.80769 -5.30674 -1.98654 -0.001 0.015 0.005
H 0.83659 -3.16084 -1.33237 0.016 0.014 0.036
H -0.21412 -0.77801 -3.21897 -0.007 0.022 -0.007
H 1.32548 0.03192 -3.18426 -0.028 -0.001 -0.030
```
Positions in Å, forces in eV/Å.

The total energy is -198411.0046 eV. Its net charge is -1. Its spin multiplicity is 5.

Molecular formula: C2H3BrOS
Method: DFT, the ωB97M-V functional and the def2-TZVPD basis

XYZ file:
```
8
Properties=species:S:1:pos:R:3:forces:R:3
C -1.66524 2.03758 0.03195 0.953 -1.555 -0.269
C -0.04485 0.21010 -0.01366 5.186 0.907 -1.518
O -0.51344 1.55730 -0.05886 -1.440 1.420 1.222
S -3.36846 -1.72257 0.01129 0.438 0.114 0.009
Br -3.24060 0.47667 -0.00552 -0.305 0.709 0.071
H 0.33476 -0.20970 0.89454 -0.207 0.949 1.386
H 0.94595 0.30595 -0.65048 -2.354 -0.698 0.780
H -0.76141 -0.43553 -0.31401 -2.272 -1.846 -1.680
```
Positions in Å, forces in eV/Å.

The total energy is -85042.4034 eV.

Molecular formula: C5H10O
Method: DFT, the ωB97M-V functional and the def2-TZVPD basis

XYZ file:
```
16
Properties=species:S:1:pos:R:3:forces:R:3
C 1.78694 0.35265 -1.35636 -0.010 0.014 0.068
C 1.37609 0.22751 -0.09398 0.079 -0.220 -0.192
C 1.16479 -1.06855 0.62276 -0.001 -0.040 0.000
O 1.07539 1.28957 0.71434 0.089 0.145 -0.111
H 1.91550 1.32495 -1.82645 -0.032 -0.102 0.096
H 2.01474 -0.52252 -1.95284 -0.053 0.099 0.127
H 0.11559 -1.15769 0.92403 0.157 0.023 -0.046
H 1.77832 -1.10571 1.52882 -0.060 0.025 -0.115
H 1.42164 -1.91396 -0.01963 -0.031 0.151 0.094
H 1.23835 2.10617 0.22300 -0.011 -0.094 0.111
C -2.61634 -0.23851 0.70483 0.057 0.084 -0.136
C -2.01905 0.39723 -0.29736 -0.088 -0.079 0.131
H -3.41768 -0.95418 0.53874 0.109 0.101 -0.011
H -2.32377 -0.06712 1.73838 -0.031 -0.001 -0.149
H -1.21270 1.10201 -0.11389 -0.166 -0.109 -0.020
H -2.29782 0.22814 -1.33440 -0.008 0.004 0.154
```
Positions in Å, forces in eV/Å.

The total energy is -7393.1529 eV. As for the structure (SMILES): C=C(C)O.C=C.

Molecular formula: C2LiO4Rh
Method: DFT, the ωB97M-V functional and the def2-TZVPD basis

XYZ file:
```
8
Properties=species:S:1:pos:R:3:forces:R:3
O -0.28977 1.41702 0.16353 0.384 0.819 -1.358
C 0.50969 0.51570 0.59251 -0.726 -1.501 5.277
O 0.77988 0.46133 1.80563 0.525 0.158 -1.984
Li -1.05879 0.07979 2.38719 0.480 -0.278 0.190
Rh -0.49484 1.20865 -1.82000 -0.698 0.828 -1.981
O -0.33775 -1.68602 0.62855 1.879 1.662 -1.711
O -0.06446 -0.67531 -1.36078 0.682 -0.105 -1.542
C 0.18984 -0.86001 -0.13068 -2.527 -1.584 3.108
```
Positions in Å, forces in eV/Å.

The total energy is -13463.7554 eV. Its net charge is +1. Its spin multiplicity is 6.

Molecular formula: CHF2NO3
Method: DFT, the ωB97M-V functional and the def2-TZVPD basis

XYZ file:
```
8
Properties=species:S:1:pos:R:3:forces:R:3
C 0.38862 0.23955 0.16377 -2.188 3.512 -3.857
N -0.07718 -1.22689 0.25187 1.142 1.526 1.458
O -0.36130 -1.52549 1.37990 -0.590 -0.430 0.103
O 0.04520 -1.88298 -0.72270 -0.344 -0.535 -0.949
O -1.24171 1.26014 -0.40873 2.890 -3.016 2.132
F 0.91302 0.76661 1.19997 -0.731 -0.438 0.887
F 1.21891 0.45307 -0.85499 -0.843 -0.796 0.516
H -0.88554 1.91599 -1.00910 0.665 0.177 -0.289
```
Positions in Å, forces in eV/Å.

The total energy is -14114.7798 eV.

Molecular formula: C2H3P
Method: DFT, the ωB97M-V functional and the def2-TZVPD basis

XYZ file:
```
6
Properties=species:S:1:pos:R:3:forces:R:3
C -0.05130 -0.79775 -0.28002 -0.107 2.244 0.277
C -0.12862 -2.00983 -0.22738 -0.571 -1.173 -0.881
P -0.10308 2.08251 -0.13867 -0.577 -3.190 -1.002
H -0.32931 -3.10344 -0.44317 0.552 2.057 0.661
H 1.31945 1.98191 -0.05416 -0.406 -0.040 0.972
H -0.70714 1.84659 1.14339 1.110 0.102 -0.027
```
Positions in Å, forces in eV/Å.

The total energy is -11404.7823 eV.

Molecular formula: C2H3OS2
Method: DFT, the ωB97M-V functional and the def2-TZVPD basis

XYZ file:
```
8
Properties=species:S:1:pos:R:3:forces:R:3
C -1.25305 -0.24861 -0.00001 0.481 -0.071 0.000
S 0.32510 -1.14403 -0.00024 0.099 0.123 0.002
C 1.51441 0.33674 0.00031 -1.361 -0.460 -0.006
O 0.97586 1.41639 -0.00042 -0.267 0.730 0.003
S 3.09824 -0.12477 0.00021 1.445 -0.415 0.002
H -2.05084 -0.98637 0.00007 -0.121 -0.040 0.000
H -1.30499 0.37539 -0.88862 -0.138 0.067 0.027
H -1.30472 0.37527 0.88870 -0.138 0.067 -0.027
```
Positions in Å, forces in eV/Å.

The total energy is -25842.4867 eV. Its net charge is -1. As for the structure (SMILES): CSC([O-])=S.

Molecular formula: C8H14IN4O
Method: DFT, the ωB97M-V functional and the def2-TZVPD basis

XYZ file:
```
28
Properties=species:S:1:pos:R:3:forces:R:3
C 0.34439 -0.52661 0.82240 -0.769 -1.671 0.267
C -0.68917 0.54225 0.74204 -1.032 0.959 0.710
C 0.20405 -2.94378 0.03631 -0.439 -1.027 -0.199
C -0.73255 -4.05938 -0.24244 -1.592 -0.999 -0.765
C 0.87405 2.40727 0.95524 -0.358 2.565 -2.603
C -1.30493 2.91894 -0.12398 0.064 -0.931 -2.558
C 0.34497 1.30773 -1.36165 -0.460 0.792 -1.949
C -0.19955 1.84287 -0.04435 0.033 0.299 1.883
N -1.79339 -0.17034 0.12689 -1.479 3.325 -0.086
N -1.54167 -1.32181 -0.08898 -2.821 -2.797 -1.730
N 1.44387 -2.96809 0.16535 2.284 -0.772 -0.461
N -0.34119 -1.68683 0.19725 3.359 2.225 1.964
O 1.39268 -0.58217 1.37166 1.051 0.131 -0.098
I 3.92345 0.59622 -1.02052 -0.340 -0.225 0.265
H -1.09700 0.81269 1.78076 0.943 -0.230 -1.233
H -1.25437 -3.93770 -1.22068 0.849 0.048 0.237
H -1.65304 -4.06358 0.38161 0.944 0.072 0.290
H -0.23993 -5.05674 -0.22080 -0.278 0.883 0.064
H 1.40806 1.61348 1.33173 1.661 -1.395 1.017
H 0.37675 2.94028 1.77532 0.151 -0.156 -0.224
H 1.56636 3.16570 0.40619 -1.116 -1.270 0.976
H -1.58598 3.17220 0.91063 -0.892 -0.338 -0.747
H -0.91350 3.85691 -0.57263 0.171 -0.562 0.333
H -2.02286 2.53139 -0.96814 0.338 0.892 2.354
H 1.05493 2.02930 -1.91102 -1.466 -0.647 0.645
H -0.53909 0.93878 -2.09684 2.242 0.774 1.673
H 1.01311 0.48813 -1.09387 -0.033 -0.573 -0.390
H 1.96154 -3.84715 -0.03749 -1.016 0.630 0.366
```
Positions in Å, forces in eV/Å.

The total energy is -24618.3146 eV. Its net charge is +1.

Listing energy above the lowest of the compared OMol25 structures with the same formula, charge and spin for the structures above in their given order: 0.057 5.048 1.612 0.000 3.467 3.956 0.000 1.663 eV.